C4H7N2 | wB97M-V/def2-TZVPD

Values from the calculation:
energy relative to the best compared isomer or geometry (same formula, charge and spin): 216.9 kcal per mole
E_LUMO (alpha / beta): -8.24 / -6.73 eV
orbital gap (alpha / beta): 0.278 / 0.335 Ha
net charge: +1
E_HOMO (alpha / beta): -15.80 / -15.84 eV
energy: -265.56280 a.u.

Structure (XYZ):
```
13
Properties=species:S:1:pos:R:3:nbo_charge:R:1
H 1.502 1.835 -1.306 0.249
C 0.833 1.036 -1.001 -0.617
H 0.452 1.961 0.921 0.265
H -2.848 -3.603 0.147 0.349
N -0.879 -1.404 -0.974 -0.138
C -1.473 -1.975 -0.024 0.382
C -0.140 -0.035 1.082 0.232
H -0.316 -0.050 2.154 0.253
H -0.143 1.236 -1.437 0.222
H 1.755 0.811 0.944 0.268
C 0.758 0.992 0.520 -0.477
H 1.215 0.107 -1.414 0.224
N -0.716 -0.911 0.388 -0.212
```